(1)
A molecular structure, C44H33N4O5STeTi. Source: the OMol25 dataset; level of theory: ωB97M-V/def2-TZVPD.

The geometry in XYZ format:
```
89
Properties=species:S:1:pos:R:3
Ti 0.14 0.00 0.38
C 5.42 4.14 0.76
C 4.39 3.11 0.40
C 4.75 1.82 0.03
C 3.81 0.86 -0.34
C 4.25 -0.51 -0.78
O 3.79 -1.00 -1.79
C 5.17 -1.27 0.11
C 5.22 -1.03 1.48
C 6.00 -1.83 2.30
C 6.76 -2.86 1.74
C 6.72 -3.10 0.37
C 5.92 -2.31 -0.44
C 2.46 1.20 -0.33
O 1.54 0.26 -0.70
C 2.05 2.48 0.09
C 3.04 3.41 0.42
C 0.64 2.88 0.19
N -0.31 2.01 0.36
C -1.75 2.41 0.36
C -2.25 2.60 -1.06
Te -4.34 3.11 -1.05
C -4.03 5.00 -0.15
C -4.06 5.13 1.24
C -3.91 6.38 1.82
C -3.74 7.51 1.03
C -3.70 7.38 -0.35
C -3.84 6.13 -0.94
C 0.35 4.33 0.10
C 0.65 5.00 -1.08
C 0.40 6.36 -1.19
C -0.12 7.06 -0.10
C -0.40 6.39 1.08
C -0.17 5.03 1.19
H 6.40 3.69 0.87
H 5.16 4.64 1.69
H 5.48 4.90 -0.02
H 5.80 1.54 0.02
H 4.63 -0.24 1.92
H 6.03 -1.66 3.37
H 7.37 -3.48 2.38
H 7.31 -3.89 -0.05
H 5.86 -2.49 -1.50
H 2.73 4.40 0.73
H -1.89 3.31 0.94
H -2.30 1.61 0.85
H -2.17 1.68 -1.64
H -1.71 3.40 -1.57
H -4.22 4.26 1.86
H -3.95 6.48 2.90
H -3.65 8.48 1.48
H -3.58 8.25 -0.98
H -3.83 6.04 -2.02
H 1.08 4.46 -1.91
H 0.62 6.88 -2.11
H -0.31 8.12 -0.18
H -0.80 6.94 1.93
H -0.38 4.52 2.12
O 2.06 -2.23 5.99
S 1.11 -2.72 5.04
O 0.02 -3.55 5.45
N 0.48 -1.41 4.19
C 0.85 -1.48 2.98
O 0.42 -0.60 2.07
C 1.72 -2.61 2.56
C 2.25 -2.92 1.32
C 3.00 -4.08 1.20
C 3.20 -4.91 2.30
C 2.68 -4.60 3.55
C 1.94 -3.44 3.64
H 2.10 -2.28 0.45
H 3.43 -4.35 0.24
H 3.78 -5.82 2.17
H 2.84 -5.24 4.40
N -2.28 -0.74 -0.36
C -1.21 -1.39 -0.30
H -3.13 -1.27 -0.56
N 1.46 -7.65 -0.11
C 0.91 -6.64 -0.19
C 0.28 -5.35 -0.28
C 0.63 -4.49 -1.31
C 0.11 -3.21 -1.35
C -0.80 -2.81 -0.37
C -1.17 -3.68 0.65
C -0.63 -4.95 0.70
H 1.34 -4.81 -2.07
H 0.42 -2.52 -2.13
H -1.86 -3.36 1.42
H -0.89 -5.63 1.50
```

The calculation puts the HOMO-LUMO gap at 6.432 eV. As for the energy above the lowest of the compared OMol25 structures with the same formula, charge and spin: 0.00 kcal/mol. The net charge is +1. As for the total energy: -3807.2395 a.u. For the HOMO energy, the calculation gives -10.59 eV. For the LUMO energy, the calculation gives -0.1528 Eh. The spin multiplicity is 1. The largest force on an atom comes out at 0.0171 hartree/bohr.

(2)
A molecular structure, C44H35IN5O7S4Tl. Source: the OMol25 dataset; level of theory: ωB97M-V/def2-TZVPD.

The geometry in XYZ format:
```
97
Properties=species:S:1:pos:R:3
Tl 0.36 -0.35 -0.06
C 3.29 -1.08 -3.89
C 2.03 -0.85 -3.08
N 2.09 -0.75 -1.79
N 3.37 -0.96 -1.29
C 3.56 -0.72 -0.04
S 2.51 -0.16 1.21
S 5.28 -0.89 0.45
C 5.64 0.90 0.50
C 5.85 1.49 -0.86
C 7.10 1.50 -1.46
C 7.27 2.01 -2.74
C 6.18 2.51 -3.44
C 4.92 2.49 -2.85
C 4.76 1.99 -1.57
C 0.77 -0.76 -3.83
C 0.78 -1.16 -5.18
C -0.33 -1.15 -5.99
C -1.55 -0.73 -5.44
C -1.62 -0.33 -4.13
C -0.47 -0.31 -3.27
O -0.64 0.15 -2.09
H 4.17 -0.91 -3.29
H 3.29 -0.41 -4.75
H 3.32 -2.11 -4.25
H 6.51 1.02 1.14
H 4.79 1.37 0.99
H 7.96 1.11 -0.92
H 8.25 2.02 -3.20
H 6.30 2.91 -4.44
H 4.06 2.87 -3.39
H 3.78 1.97 -1.11
H 1.71 -1.51 -5.62
H -0.26 -1.47 -7.02
H -2.45 -0.74 -6.05
H -2.55 -0.01 -3.69
C -0.11 -5.01 -0.73
C -1.35 -4.33 -0.24
N -2.36 -5.05 0.20
C -3.45 -4.41 0.67
C -3.57 -3.05 0.72
C -4.82 -2.47 1.32
O -5.76 -1.98 0.35
C -2.50 -2.24 0.25
C -2.67 -0.80 0.41
N -1.83 0.17 0.37
C -2.29 1.47 0.73
C -3.38 1.59 1.59
C -3.93 2.82 1.91
C -3.38 3.98 1.39
C -2.23 3.89 0.61
C -1.68 2.66 0.31
I 0.19 2.77 -0.63
C -1.36 -2.89 -0.25
O -0.33 -2.31 -0.76
H -0.25 -6.09 -0.65
H 0.11 -4.73 -1.76
H 0.75 -4.70 -0.13
H -4.25 -5.04 1.04
H -5.35 -3.26 1.86
H -4.57 -1.69 2.05
H -5.27 -1.50 -0.32
H -3.69 -0.51 0.61
H -3.76 0.71 2.08
H -4.76 2.87 2.60
H -3.76 4.96 1.65
H -1.73 4.80 0.31
O -0.64 6.75 4.48
S -0.51 6.06 3.21
O -1.27 6.62 2.11
N -0.74 4.47 3.35
C 0.35 3.77 3.06
S 0.52 2.11 3.06
C 1.52 4.64 2.69
C 2.79 4.25 2.30
C 3.72 5.24 1.99
C 3.38 6.59 2.07
C 2.10 6.98 2.44
C 1.20 5.98 2.74
H 3.03 3.20 2.25
H 4.72 4.96 1.68
H 4.12 7.34 1.82
H 1.82 8.02 2.50
O -2.15 -1.23 3.05
C -1.06 -1.79 2.85
O -0.13 -1.43 2.06
C -0.75 -3.06 3.64
C 0.51 -3.65 3.58
C 0.76 -4.83 4.26
C -0.25 -5.44 5.00
C -1.51 -4.86 5.06
C -1.76 -3.67 4.38
H 1.27 -3.16 2.99
H 1.74 -5.28 4.21
H -0.05 -6.36 5.53
H -2.30 -5.34 5.62
H -2.73 -3.20 4.40
```

The calculation puts the HOMO-LUMO gap at 6.621 eV. As for the energy above the lowest of the compared OMol25 structures with the same formula, charge and spin: 20.51 kcal/mol. The net charge is -2. As for the total energy: -4561.1986 a.u. For the HOMO energy, the calculation gives -2.91 eV. For the LUMO energy, the calculation gives 0.1364 Eh. The spin multiplicity is 1. The largest force on an atom comes out at 0.0092 hartree/bohr.

The highest LUMO belongs to which entry? C44H35IN5O7S4Tl

Repeat the second record exactly.
A molecular structure, C44H35IN5O7S4Tl. Source: the OMol25 dataset; level of theory: ωB97M-V/def2-TZVPD.

The geometry in XYZ format:
```
97
Properties=species:S:1:pos:R:3
Tl 0.36 -0.35 -0.06
C 3.29 -1.08 -3.89
C 2.03 -0.85 -3.08
N 2.09 -0.75 -1.79
N 3.37 -0.96 -1.29
C 3.56 -0.72 -0.04
S 2.51 -0.16 1.21
S 5.28 -0.89 0.45
C 5.64 0.90 0.50
C 5.85 1.49 -0.86
C 7.10 1.50 -1.46
C 7.27 2.01 -2.74
C 6.18 2.51 -3.44
C 4.92 2.49 -2.85
C 4.76 1.99 -1.57
C 0.77 -0.76 -3.83
C 0.78 -1.16 -5.18
C -0.33 -1.15 -5.99
C -1.55 -0.73 -5.44
C -1.62 -0.33 -4.13
C -0.47 -0.31 -3.27
O -0.64 0.15 -2.09
H 4.17 -0.91 -3.29
H 3.29 -0.41 -4.75
H 3.32 -2.11 -4.25
H 6.51 1.02 1.14
H 4.79 1.37 0.99
H 7.96 1.11 -0.92
H 8.25 2.02 -3.20
H 6.30 2.91 -4.44
H 4.06 2.87 -3.39
H 3.78 1.97 -1.11
H 1.71 -1.51 -5.62
H -0.26 -1.47 -7.02
H -2.45 -0.74 -6.05
H -2.55 -0.01 -3.69
C -0.11 -5.01 -0.73
C -1.35 -4.33 -0.24
N -2.36 -5.05 0.20
C -3.45 -4.41 0.67
C -3.57 -3.05 0.72
C -4.82 -2.47 1.32
O -5.76 -1.98 0.35
C -2.50 -2.24 0.25
C -2.67 -0.80 0.41
N -1.83 0.17 0.37
C -2.29 1.47 0.73
C -3.38 1.59 1.59
C -3.93 2.82 1.91
C -3.38 3.98 1.39
C -2.23 3.89 0.61
C -1.68 2.66 0.31
I 0.19 2.77 -0.63
C -1.36 -2.89 -0.25
O -0.33 -2.31 -0.76
H -0.25 -6.09 -0.65
H 0.11 -4.73 -1.76
H 0.75 -4.70 -0.13
H -4.25 -5.04 1.04
H -5.35 -3.26 1.86
H -4.57 -1.69 2.05
H -5.27 -1.50 -0.32
H -3.69 -0.51 0.61
H -3.76 0.71 2.08
H -4.76 2.87 2.60
H -3.76 4.96 1.65
H -1.73 4.80 0.31
O -0.64 6.75 4.48
S -0.51 6.06 3.21
O -1.27 6.62 2.11
N -0.74 4.47 3.35
C 0.35 3.77 3.06
S 0.52 2.11 3.06
C 1.52 4.64 2.69
C 2.79 4.25 2.30
C 3.72 5.24 1.99
C 3.38 6.59 2.07
C 2.10 6.98 2.44
C 1.20 5.98 2.74
H 3.03 3.20 2.25
H 4.72 4.96 1.68
H 4.12 7.34 1.82
H 1.82 8.02 2.50
O -2.15 -1.23 3.05
C -1.06 -1.79 2.85
O -0.13 -1.43 2.06
C -0.75 -3.06 3.64
C 0.51 -3.65 3.58
C 0.76 -4.83 4.26
C -0.25 -5.44 5.00
C -1.51 -4.86 5.06
C -1.76 -3.67 4.38
H 1.27 -3.16 2.99
H 1.74 -5.28 4.21
H -0.05 -6.36 5.53
H -2.30 -5.34 5.62
H -2.73 -3.20 4.40
```

The calculation puts the HOMO-LUMO gap at 6.621 eV. As for the energy above the lowest of the compared OMol25 structures with the same formula, charge and spin: 20.51 kcal/mol. The net charge is -2. As for the total energy: -4561.1986 a.u. For the HOMO energy, the calculation gives -2.91 eV. For the LUMO energy, the calculation gives 0.1364 Eh. The spin multiplicity is 1. The largest force on an atom comes out at 0.0092 hartree/bohr.